Density functional theory data (wB97M-V/def2-TZVPD) for a single C4H6F3NO2 molecule.

## Properties
LUMO energy (eV): 0.326
Energy (hartree): -660.83821
Total charge: 0
SMILES: [H]/N=C(\O)[C@](C)(O)C(F)(F)F

Cartesian coordinates (Å):
C  -0.2449  0.3128  0.0365
C  0.0379  1.2480  1.2580
C  0.1977  -1.1305  0.3295
C  0.2650  0.7569  -1.4043
N  -0.5774  -1.9825  -0.1733
O  -1.6503  0.2988  -0.2485
O  1.3634  -1.2633  0.8865
F  1.5330  1.0999  -1.5802
F  -0.4332  1.8529  -1.7649
F  -0.0133  -0.2758  -2.2007
H  -0.6965  1.0035  2.0393
H  -0.1671  2.2451  0.9510
H  1.0267  1.4414  1.5737
H  -2.0772  -0.5424  -0.4219
H  -0.1963  -2.8699  -0.0977
H  1.6326  -2.1951  0.8169

Atomic charges from the natural (NBO) analysis, expressed in e, are listed below:
1. C 0.124
2. C -0.644
3. C 0.553
4. C 0.965
5. N -0.709
6. O -0.725
7. O -0.643
8. F -0.318
9. F -0.320
10. F -0.316
11. H 0.236
12. H 0.230
13. H 0.234
14. H 0.516
15. H 0.328
16. H 0.489